1.
Here is one molecule with the formula C5H9N3O from the OMol25 dataset. Energies are from the ωB97M-V functional and the def2-TZVPD basis.

Last column: natural (NBO) charge in e.
Cartesian coordinates (Å):
C1 -0.42373 -1.72474 -1.64518  -0.39
C2 0.43575 -1.07858 -0.82240  -0.16
C3 -0.28299 -0.42988 1.35163  0.67
C4 -1.23311 0.88863 -0.65082  -0.62
C5 0.05666 0.17666 0.03960  -0.10
N1 1.13206 2.17544 -0.35605  -0.31
N2 1.22668 1.02244 0.17665  -0.14
N3 0.54525 -0.09318 2.33842  -0.81
O1 -1.18737 -1.23079 1.41178  -0.61
H1 0.05641 -2.45802 -2.30188  0.20
H2 -1.55121 -1.74350 -1.65656  0.23
H3 1.49515 -1.36576 -0.72691  0.21
H4 -2.05333 0.87103 0.11603  0.23
H5 -1.37520 0.42456 -1.56777  0.22
H6 -0.79035 1.88859 -0.71982  0.24
H7 2.03540 2.64957 -0.26865  0.33
H8 1.37913 0.40422 2.02617  0.40
H9 0.53481 -0.37670 3.25574  0.40

As for the gap between HOMO and LUMO: 0.35799 Eh. The SMILES is [H]/N=N/[C@@](C)(C=C)C(N)=O.



2.
Here is C5H9N3O as an isolated structure from the OMol25 dataset. Energies are from the ωB97M-V functional and the def2-TZVPD basis.

Last column: natural (NBO) charge in e.
Cartesian coordinates (Å):
C1 0.63936 -1.73822 -1.06748  -0.61
C2 0.64892 -0.60790 -0.04671  0.16
C3 0.06702 -0.86280 1.36046  -0.27
C4 -1.04263 -0.20939 1.41331  0.01
C5 -0.25329 0.59287 -0.50599  0.37
H1 1.06363 -1.44180 -2.05606  0.24
H2 -0.31505 -2.36163 -1.31309  0.22
H3 1.13478 -2.48777 -0.70777  0.21
H4 2.14802 1.12385 -0.11504  0.48
H5 0.28465 -1.81854 2.04235  0.24
H6 -1.85542 -0.19518 2.14106  0.23
H7 -0.95599 2.85952 1.26282  0.35
H8 -2.30671 2.44485 -0.11222  0.40
H9 1.20508 0.62425 -1.62681  0.37
N1 -1.07162 0.87480 0.48033  -0.29
N2 -1.71629 2.02805 0.71137  -0.66
N3 0.18379 1.39867 -1.51224  -0.71
O1 2.14176 -0.22363 -0.34828  -0.72

As for the gap between HOMO and LUMO: 0.32280 Eh.



3.
Here is a 2-piece molecular cluster, C5H9N3O3 overall from the OMol25 dataset. Energies are from the ωB97M-V functional and the def2-TZVPD basis.

Last column: natural (NBO) charge in e.
Cartesian coordinates (Å):
C1 1.01791 -0.56723 -0.57111  -0.12
C2 -0.27461 -0.27641 -0.62169  0.10
C3 -1.51729 -1.20853 -0.47500  0.30
C4 -1.39350 -2.71033 -0.37991  -0.68
C5 2.10998 1.83587 0.75741  0.17
N1 -2.59452 -0.66687 -0.82862  -0.66
N2 1.65553 2.89458 0.05645  -0.72
N3 1.41443 1.24433 1.82157  0.41
O1 0.39751 1.81150 2.26561  -0.45
O2 1.73228 0.06593 2.12296  -0.42
O3 -0.72568 0.97431 -0.93734  -0.69
H1 1.54931 -1.50935 -0.43779  0.19
H2 -2.23426 -3.12643 0.23192  0.23
H3 -1.52133 -3.05702 -1.41756  0.24
H4 -0.45080 -3.02642 -0.01597  0.23
H5 2.99137 1.32940 0.50194  0.21
H6 -3.29507 -1.29276 -0.50343  0.35
H7 1.87274 2.95589 -0.86403  0.40
H8 0.89319 3.42902 0.42614  0.42
H9 -1.62719 0.90053 -1.13156  0.50

As for the gap between HOMO and LUMO (alpha / beta): 0.26574 / 0.30960 Eh.



4.
Here is one molecule with the formula C5H9N3O3S from the OMol25 dataset. Energies are from the ωB97M-V functional and the def2-TZVPD basis.

Last column: natural (NBO) charge in e.
Cartesian coordinates (Å):
C1 -0.81069 -1.57852 -0.66503  -0.07
C2 0.25680 -1.17539 -1.40408  -0.01
C3 -0.08910 0.27357 0.18650  0.30
C4 -2.14969 -0.51583 1.19516  -0.42
C5 2.00304 0.70043 -0.86201  -0.16
N1 -1.11661 -0.59751 0.22636  -0.33
N2 0.67611 0.03808 -0.84768  -0.33
N3 1.86071 2.05055 -0.41548  -0.88
O1 2.63688 -1.78351 -0.09228  -1.00
O2 2.00607 -0.11762 1.54459  -1.03
O3 4.17622 0.04163 0.37425  -0.97
S1 2.84006 -0.43765 0.40165  2.41
H1 -1.35966 -2.57040 -0.78587  0.25
H2 0.82942 -1.47794 -2.21389  0.24
H3 0.20654 1.14186 0.73087  0.26
H4 -1.95503 0.35155 1.82511  0.24
H5 -3.17654 -0.69348 0.67331  0.23
H6 -2.20348 -1.34075 2.03525  0.22
H7 2.49942 0.55908 -2.05644  0.23
H8 2.22300 2.81392 -0.94624  0.40
H9 1.99012 2.06946 0.60812  0.40

As for the gap between HOMO and LUMO: 0.35031 Eh.



Number 1: strongest force on any atom 4.707 eV/A. Number 2: strongest force on any atom 6.695 eV/A. Number 3: strongest force on any atom 4.050 eV/A. Number 4: strongest force on any atom 4.123 eV/A.